No. 1
Density functional theory data (ωB97M-V/def2-TZVPD) for a 2-piece molecular cluster, C34H46N3O overall in a non-equilibrium geometry.

Structure (XYZ):
```
84
Properties=species:S:1:pos:R:3:mulliken_charge:R:1
H 3.991 1.426 -1.228 0.33
C 3.541 3.876 -2.469 -0.21
C 2.631 3.002 -3.071 0.53
H -2.026 -5.995 4.713 0.33
H 5.158 -2.615 -3.610 0.30
C 2.209 3.220 -4.387 -0.36
H -2.910 -0.833 0.988 0.12
C -6.453 0.555 0.526 -0.86
H 4.781 5.624 -2.724 0.38
C -3.400 3.143 1.815 -0.66
N -4.032 0.925 1.060 0.14
H -6.786 0.132 1.480 0.37
C 1.889 -2.369 -2.358 -1.60
C 4.406 -1.942 -4.040 -0.93
H -0.500 -6.077 5.612 0.34
H 4.989 -2.068 -0.862 0.39
C -1.220 3.419 3.084 -1.00
H 0.498 -5.881 2.290 0.30
C 0.253 -4.890 2.684 -0.96
C 0.734 -1.258 1.773 -0.32
C 2.137 1.797 -2.304 -0.68
H -5.834 -0.124 -1.421 0.32
C -3.039 1.692 1.608 1.21
C 4.022 -2.543 -1.075 -1.57
H 1.939 0.809 0.325 0.62
C -5.326 1.543 0.807 -0.64
C 3.278 0.868 -1.869 0.04
C 3.658 5.156 -4.524 -0.42
C -0.718 -3.511 4.419 -0.76
H 4.194 -3.446 -1.676 0.49
H 2.444 4.416 -6.165 0.37
H 0.127 1.976 2.172 0.04
C -3.635 -0.289 0.374 -0.35
H 3.850 3.694 -1.436 0.33
C -0.460 -4.783 3.885 1.20
H -5.629 2.137 1.682 0.31
H -1.232 -3.429 5.379 0.42
H -4.061 3.223 2.700 0.36
N 2.794 -0.332 -1.184 0.59
C -0.805 1.967 2.758 -0.42
N 3.858 -1.071 -3.027 0.27
H 1.253 -2.672 -1.523 0.44
H -0.651 -6.907 4.045 0.35
H -0.492 -1.376 4.168 0.36
H -5.257 2.252 -0.044 0.37
C 4.061 4.953 -3.196 -0.75
H -5.013 -1.788 1.011 0.35
O 4.743 0.884 -3.871 -0.69
C 2.070 -0.215 -0.049 0.27
C -4.786 -1.248 0.085 -0.87
C 0.363 -2.444 2.494 0.79
C -6.032 -0.550 -0.431 -0.72
C 1.528 -1.297 0.628 0.67
H -1.645 4.156 1.091 0.34
C -0.315 -2.367 3.744 -0.39
H 3.551 -2.841 -0.133 0.32
H 1.616 2.126 -1.391 0.48
H 3.616 -2.558 -4.486 0.31
H -2.505 5.013 2.381 0.39
C 3.124 -1.591 -1.884 0.15
C -2.167 4.022 2.048 -0.99
H -0.544 1.458 3.699 0.31
H 1.296 -1.759 -3.051 0.33
H 1.482 2.532 -4.826 0.32
H -6.843 -1.274 -0.525 0.34
C 0.667 -3.754 2.003 -0.60
H -3.954 3.565 0.958 0.34
H 4.072 5.987 -5.098 0.37
H 0.427 -0.291 2.180 0.23
H -4.426 -1.989 -0.635 0.37
H -1.735 3.395 4.050 0.32
H -7.295 1.121 0.117 0.36
C -0.930 -6.003 4.601 -1.42
H 4.867 -1.329 -4.816 0.38
H -0.331 4.050 3.192 0.41
H 1.748 -2.273 0.197 -1.13
C -1.837 1.173 2.049 0.04
H -3.114 -0.041 -0.572 0.23
H 1.244 -3.876 1.086 0.25
C 4.049 0.283 -3.054 0.20
H -1.620 0.110 1.965 -0.45
H 2.231 -3.277 -2.868 0.52
H 1.426 1.219 -2.919 0.36
C 2.743 4.279 -5.124 -0.61
```

Computed properties:
Max |F| = 2.6 eV Å⁻¹
E_LUMO = -4.6416 eV
Total charge = +1
Molar mass = 512.8 u

No. 2
Density functional theory data (ωB97M-V/def2-TZVPD) for a 5-piece molecular cluster, C5H20N10O5 overall in a non-equilibrium geometry.

Structure (XYZ):
```
40
Properties=species:S:1:pos:R:3:nbo_charge:R:1
O -1.875 -2.189 1.318 -0.70
N 3.908 1.115 0.838 -0.86
C 3.730 2.260 0.094 0.77
N -2.257 -0.917 -3.775 -0.87
O -0.141 2.732 1.616 -0.69
H 4.862 0.858 1.012 0.39
H 4.710 3.978 -0.342 0.42
H -0.939 -4.418 -0.629 0.38
H -3.135 -4.129 1.859 0.40
H 3.221 0.388 0.740 0.42
H 5.288 3.106 1.088 0.39
H 2.129 2.957 2.359 0.41
N -0.688 3.195 3.800 -0.84
H -1.666 3.085 3.597 0.41
H -0.282 -2.770 -0.633 0.45
H 1.861 3.097 4.072 0.39
N -0.583 0.259 0.301 -0.85
H -1.081 -0.507 0.748 0.44
H -2.604 -5.251 0.726 0.39
H 1.079 0.832 -2.304 0.40
C -0.214 0.038 -0.964 0.78
O 2.780 2.435 -0.671 -0.67
H 0.713 1.830 -1.060 0.41
H -3.493 -3.714 -2.758 0.40
H -2.187 -0.242 -4.511 0.39
H -2.596 -2.413 -2.033 0.40
N -2.940 -2.891 -2.852 -0.86
C -2.904 -2.101 -3.974 0.77
H -1.690 -0.723 -2.941 0.42
O -3.347 -2.457 -5.068 -0.68
C -1.729 -3.280 0.764 0.78
N -0.776 -3.534 -0.181 -0.84
N 4.662 3.222 0.315 -0.85
N -2.414 -4.391 1.203 -0.86
H -0.367 3.383 4.726 0.39
H -0.521 1.162 0.766 0.43
N 1.502 3.017 3.145 -0.85
N 0.363 1.073 -1.635 -0.83
O -0.562 -1.030 -1.535 -0.78
C 0.183 2.933 2.776 0.79
```

Computed properties:
Max |F| = 1.6 eV Å⁻¹
E_LUMO = 0.2304 eV
Structure (SMILES) = NC(N)=O.NC(N)=O.NC(N)=O.NC(N)=O.NC(N)=O
Molar mass = 300.3 u

No. 3
Density functional theory data (ωB97M-V/def2-TZVPD) for C54H47BrN7O6S2Y as an isolated structure in a non-equilibrium geometry.

Structure (XYZ):
```
118
Properties=species:S:1:pos:R:3:mulliken_charge:R:1
C -0.652 1.933 2.893 -1.44
C 2.843 4.560 -1.713 -0.42
C 1.039 -3.979 0.674 0.82
H 4.111 -1.924 4.960 0.39
H -0.134 2.620 3.520 0.57
S 1.421 2.430 -1.102 1.52
H -1.328 -2.831 -2.056 0.53
H -11.076 1.937 6.637 0.32
H 1.640 -7.479 -0.711 0.43
H -12.562 1.092 6.365 0.24
H 1.140 1.345 1.757 1.04
C -3.954 0.402 2.209 0.04
H -4.909 1.350 3.911 0.32
C -1.117 -1.284 -5.754 -1.46
H 5.579 -0.002 4.310 0.66
C -2.373 -0.787 0.221 -0.56
H -5.210 -2.547 -0.169 0.50
H 1.256 -7.170 1.671 0.38
C -2.047 -2.374 -1.388 -0.17
C 1.705 -4.471 -3.405 -1.46
H -9.382 2.416 5.057 0.42
C 0.077 1.232 1.897 -0.90
C 5.155 4.512 -2.456 1.05
H -7.823 -1.793 3.060 0.47
C -1.983 1.706 2.992 -0.63
C -0.332 2.307 -6.139 -0.97
C -0.748 -1.409 -4.378 0.15
H 5.897 2.564 -2.975 0.40
H 1.417 -2.365 -3.590 0.66
C 5.022 -1.543 -2.172 -0.97
H 5.620 -0.729 -2.626 0.21
C 2.830 3.200 -1.786 -0.34
C 0.050 3.329 -5.360 -0.94
Br 0.696 -2.242 1.415 0.02
C 1.083 -5.014 1.531 -0.79
C -7.405 0.235 3.387 -0.06
H 3.183 -0.411 4.758 0.26
H 1.983 5.074 -1.286 0.52
C -9.870 0.324 4.683 0.94
O 5.849 0.672 1.422 -0.77
O 0.598 3.473 -0.543 -0.88
C -9.148 1.501 4.573 -0.56
C 1.205 -4.099 -0.699 -0.22
H -3.668 -3.702 -1.894 0.49
N -0.492 0.447 1.023 0.53
N -0.274 -0.433 -3.649 0.84
C 3.647 -1.014 -1.868 0.69
S 4.618 0.487 2.218 1.11
N -1.563 -1.387 -0.678 0.57
H 6.524 6.096 -2.049 0.39
H -1.534 -2.108 -6.317 0.45
C 1.443 -3.209 -2.898 -0.41
C -9.420 -0.866 4.123 -0.71
H -1.177 0.064 -7.417 0.45
C 4.236 3.123 2.154 -1.20
O -11.033 0.263 5.394 -0.43
C 0.358 1.885 -3.475 0.09
H 3.198 -1.603 3.444 0.08
C 1.162 -2.961 -1.585 1.44
C -2.576 0.805 2.116 0.80
C -7.894 1.411 3.912 -0.57
C 1.480 -5.388 -1.191 0.94
C -8.229 -0.882 3.428 -0.62
H -0.532 2.529 -7.176 0.40
C -11.651 1.427 5.874 -0.83
H 0.905 -4.929 2.590 0.49
C 4.290 -1.857 0.077 -0.63
H 4.015 4.052 2.667 0.46
C -4.179 -2.247 -0.396 -0.41
H 5.062 2.075 3.923 0.60
C -1.806 0.181 1.121 -0.68
N -4.994 0.860 3.022 -0.13
C 1.302 -6.306 1.017 -0.68
H 5.841 -3.048 -0.806 0.35
N -5.865 -0.713 1.664 -0.86
H 1.862 -4.588 -4.463 0.53
C 6.484 5.170 -2.605 -1.63
H 4.039 6.277 -1.857 0.33
H 7.285 4.486 -2.363 0.39
C -0.929 -0.074 -6.379 -0.91
H 6.648 5.424 -3.644 0.33
C 0.421 3.129 -4.007 -0.78
O 4.230 -2.200 1.242 -0.68
H 3.466 2.998 1.376 0.11
H -2.582 2.229 3.728 0.42
H -7.299 2.302 3.873 0.37
C 1.497 -6.496 -0.306 -1.08
H 6.286 -1.359 -0.395 0.25
C -6.116 0.139 2.676 0.26
H -9.972 -1.798 4.206 0.40
C 1.695 -5.544 -2.567 -1.07
C -3.734 -1.162 0.352 0.86
H 1.884 -6.565 -2.918 0.32
H 0.120 4.318 -5.769 0.43
C 5.037 3.139 -2.668 -1.33
C -3.348 -2.877 -1.262 -1.65
H 5.220 3.252 1.665 0.36
H -0.803 -2.409 -3.919 0.50
H 3.802 1.376 -2.358 0.30
C -0.139 0.798 -4.248 -0.30
H -11.858 2.082 5.033 0.37
O 2.884 -0.446 -2.677 -0.54
Y 0.966 -0.550 -1.091 0.20
H 5.648 -1.298 3.180 0.38
C 4.005 5.202 -2.051 -0.82
C 3.798 -1.201 4.243 -0.83
C 3.884 2.455 -2.271 -0.36
N 0.740 1.517 -2.174 0.18
H 3.404 1.785 3.747 0.31
C -0.457 1.015 -5.573 1.45
H 4.974 -2.347 -2.905 0.30
C 4.994 -0.559 3.629 -1.11
N 3.291 -1.191 -0.588 1.87
C 5.514 -2.016 -0.805 -0.47
C -4.516 -0.525 1.367 0.86
C 4.310 1.981 3.156 -0.76
O 1.952 1.408 -0.140 -0.54
H 0.872 3.906 -3.427 0.47
```

Computed properties:
Max |F| = 2.6 eV Å⁻¹
E_LUMO = -0.3130 eV
Molar mass = 1123.0 u

No. 4
Density functional theory data (ωB97M-V/def2-TZVPD) for C8H21O3Tl as an isolated structure in a non-equilibrium geometry.

Structure (XYZ):
```
33
Properties=species:S:1:pos:R:3:nbo_charge:R:1
O -14.181 30.934 22.533 -0.78
C -14.714 28.842 16.843 -0.64
C -15.228 30.783 24.726 -0.65
H -13.699 28.579 16.546 0.24
H -13.930 28.436 24.780 0.24
H -10.296 33.933 17.943 0.29
O -15.009 31.222 17.199 -0.70
H -12.599 28.839 23.739 0.22
H -17.380 30.786 15.791 0.23
C -10.856 34.683 18.518 -0.66
H -15.373 31.809 25.068 0.23
H -15.069 30.412 15.330 0.20
H -15.031 32.033 16.678 0.49
O -13.021 33.764 18.047 -0.11
Tl -13.479 31.306 19.731 0.97
C -16.895 29.980 16.336 -0.62
H -13.137 31.012 24.308 0.20
C -15.356 30.115 16.341 0.09
H -10.903 34.503 19.589 0.27
H -14.770 28.778 17.934 0.20
H -15.019 30.538 22.260 0.47
C -14.006 30.503 23.893 0.09
H -17.240 28.985 16.064 0.25
H -16.163 30.439 24.273 0.21
H -15.166 30.237 25.670 0.24
H -17.267 30.064 17.363 0.22
C -12.238 34.743 17.898 -0.15
H -12.251 35.033 16.805 0.39
H -14.166 28.567 23.011 0.19
H -12.716 35.701 18.310 0.49
H -15.346 28.032 16.480 0.25
C -13.670 28.995 23.886 -0.63
H -10.362 35.613 18.230 0.27
```

Computed properties:
Max |F| = 3.4 eV Å⁻¹
E_LUMO = -13.5763 eV
Total charge = +2
Molar mass = 369.6 u

No. 5
Density functional theory data (ωB97M-V/def2-TZVPD) for a 10-piece molecular cluster, C23H66O17 overall in a non-equilibrium geometry.

Structure (XYZ):
```
106
Properties=species:S:1:pos:R:3:mulliken_charge:R:1
H 10.363 7.949 8.664 -0.06
O 19.473 9.810 6.890 -0.53
H 11.117 15.838 7.825 0.45
H 12.611 13.723 6.357 0.44
C 18.439 13.655 9.570 -1.29
O 16.396 8.503 13.455 -0.58
H 13.398 11.015 10.848 0.27
H 15.944 8.577 12.612 0.60
H 21.057 9.499 9.644 0.28
H 12.370 14.710 13.057 0.32
H 12.969 7.467 8.274 0.20
H 12.334 9.671 10.443 0.58
H 10.102 7.356 7.053 0.30
H 18.834 13.800 8.565 0.27
O 10.901 8.800 13.648 -0.50
O 10.248 14.016 14.368 -0.59
C 11.388 14.993 8.457 -1.65
C 16.823 9.821 13.685 0.23
C 8.633 10.939 9.540 -0.42
H 11.763 12.747 14.705 0.33
O 17.055 12.615 6.642 -0.46
H 19.080 12.587 6.340 0.40
C 16.900 15.753 9.240 -1.34
H 21.775 8.053 10.201 0.34
O 10.789 5.910 8.271 -0.52
H 13.733 7.014 13.801 0.37
H 11.083 15.410 9.416 0.46
H 12.160 8.313 15.150 0.49
C 12.197 7.865 7.616 -0.04
H 18.370 10.707 15.018 0.34
H 14.153 13.366 7.202 0.10
H 17.698 16.448 9.502 0.41
O 13.410 14.325 9.471 -0.33
H 16.781 14.432 10.807 0.31
H 12.240 8.945 7.758 0.11
H 19.389 9.518 5.980 0.29
O 14.756 8.946 11.335 -0.37
C 12.744 7.266 13.418 -0.63
H 18.424 12.587 9.787 0.14
H 19.567 6.993 9.754 0.34
H 11.213 5.483 7.523 0.35
C 17.036 14.314 9.754 0.60
C 15.778 10.232 9.722 -1.46
O 18.903 8.821 14.588 -0.53
H 12.014 6.934 11.642 0.29
C 20.944 8.416 9.596 -0.56
H 19.180 14.104 10.231 0.47
C 19.668 8.004 10.148 0.40
H 9.596 14.178 13.681 0.34
H 7.258 9.636 9.427 0.38
O 16.088 13.537 9.109 0.18
C 14.528 9.365 10.055 1.20
H 18.154 11.706 5.232 0.45
H 9.073 9.060 11.241 0.24
H 18.418 10.831 8.246 -0.29
H 18.934 8.701 9.744 -0.38
H 16.006 10.461 14.019 0.28
H 12.037 6.487 13.706 0.37
H 16.829 15.744 8.152 0.24
H 16.449 13.220 8.278 -0.21
H 13.310 15.682 7.879 0.24
H 19.643 8.929 11.848 0.25
O 19.652 8.024 11.530 -0.43
C 10.769 7.273 7.912 -0.09
H 17.201 13.377 6.077 0.25
H 16.207 10.840 10.518 0.03
H 10.344 11.552 10.719 -0.22
C 12.868 14.755 8.246 0.99
O 11.271 13.786 11.504 -0.45
H 14.452 8.529 9.359 -0.15
H 8.874 11.579 11.585 0.27
H 12.977 9.320 13.980 0.10
H 20.561 8.693 7.736 0.48
H 17.244 10.235 12.769 -0.08
H 10.969 9.028 12.718 0.27
H 12.546 6.604 6.142 0.33
O 12.463 7.555 6.245 -0.55
O 12.811 7.327 12.005 -0.62
H 10.622 12.181 13.442 0.16
O 9.832 9.648 11.263 -0.54
H 8.696 11.866 8.970 0.20
C 12.025 13.720 12.760 -0.08
H 14.030 8.359 11.559 0.24
H 13.026 10.776 9.235 -0.34
H 16.057 16.300 9.663 0.31
H 17.475 10.103 7.003 0.27
H 17.362 9.415 15.695 0.31
H 11.848 13.961 10.757 0.17
H 15.523 11.020 9.014 0.17
C 13.089 13.570 7.324 -0.98
C 13.235 10.204 10.139 -0.76
C 18.403 10.648 7.172 0.24
H 14.323 14.046 9.368 0.21
C 18.228 11.908 6.300 -0.71
H 10.815 14.074 8.327 0.26
C 11.170 13.036 13.838 -0.47
C 9.419 10.991 10.846 0.45
O 21.109 8.078 8.229 -0.62
C 12.230 8.533 14.085 -0.21
H 18.464 8.073 14.176 0.33
H 12.872 13.041 12.664 0.17
O 7.358 10.518 9.795 -0.54
C 17.880 9.759 14.799 -0.69
H 16.560 9.653 9.230 0.30
H 12.719 12.645 7.766 -0.02
H 9.019 10.202 8.837 0.15
```

Computed properties:
Max |F| = 3.1 eV Å⁻¹
E_LUMO = 0.0315 eV
Structure (SMILES) = CC(C)O.CC(C)O.CC(C)O.OCCO.OCCO.OCCO.OCCO.OCCO.OCCO.OCCO
Molar mass = 614.8 u

No. 6
Density functional theory data (ωB97M-V/def2-TZVPD) for C4H4P2 as an isolated structure in a non-equilibrium geometry.

Structure (XYZ):
```
10
Properties=species:S:1:pos:R:3:nbo_charge:R:1
H 0.852 -2.379 -0.446 -0.06
H -0.627 1.367 -2.092 0.22
H 0.929 -1.305 1.670 -0.06
C 0.144 -0.249 -0.643 -0.40
P 0.769 -1.553 -1.505 0.40
C -0.523 0.930 -1.140 -0.16
H -1.112 2.251 0.571 0.21
C -0.588 1.485 0.147 -0.16
P 0.150 -0.457 2.269 0.41
C -0.112 0.228 0.761 -0.40
```

Computed properties:
Max |F| = 4.2 eV Å⁻¹
E_LUMO = -0.4977 eV
Molar mass = 114.0 u

No. 7
Density functional theory data (ωB97M-V/def2-TZVPD) for C8H12AlKN2O5 as an isolated structure in a non-equilibrium geometry.

Structure (XYZ):
```
29
Properties=species:S:1:pos:R:3:nbo_charge:R:1
H 2.105 -0.730 -1.739 0.25
O 0.232 3.941 -0.758 -0.41
C -3.469 0.196 0.568 0.69
N 0.719 3.326 -1.665 0.40
H -0.850 1.212 1.610 0.18
H -1.127 -0.367 0.982 0.22
C 3.034 1.856 1.226 -0.42
H 0.246 -2.409 -0.094 0.23
C -2.401 1.140 0.096 -0.50
H 2.887 -4.452 0.502 0.49
C -1.041 0.676 0.675 -0.98
H -2.664 2.137 0.433 0.23
C 1.124 -0.830 -1.281 -1.00
N -3.810 -0.834 -0.304 -0.84
H 0.444 -1.194 -2.051 0.22
H -3.252 -0.846 -1.146 0.37
K 1.126 3.318 2.217 0.97
O 3.284 -2.723 -0.901 -0.60
O -3.992 0.293 1.652 -0.60
O 0.139 2.152 -1.892 -0.68
H -3.805 -1.746 0.132 0.39
O 2.132 -3.858 0.629 -0.69
C 1.173 -1.841 -0.130 -0.51
C 2.308 -2.818 -0.211 0.80
H -2.364 1.124 -0.993 0.20
H 1.257 -1.344 0.840 0.22
C 2.085 1.608 0.511 -0.50
Al 0.504 0.921 -0.575 1.65
H 3.977 2.090 1.666 0.24
```

Computed properties:
Max |F| = 1.4 eV Å⁻¹
E_LUMO = -0.9923 eV
Molar mass = 282.3 u

No. 8
Density functional theory data (ωB97M-V/def2-TZVPD) for HfNa6O20S5 as an isolated structure in a non-equilibrium geometry.

Structure (XYZ):
```
32
Properties=species:S:1:pos:R:3:mulliken_charge:R:1
O -3.220 0.924 -0.015 -0.66
O -0.965 2.505 0.694 -0.49
Na 2.874 -1.990 1.873 0.97
O 3.219 -0.878 -3.335 -0.80
Na 4.064 -1.847 -1.358 0.95
O -1.839 0.141 1.750 -0.15
O 2.586 1.342 -3.186 -0.55
O 0.509 3.359 -0.873 -0.49
O 2.844 0.190 -5.317 -0.72
O 1.965 -1.161 -0.300 -0.73
O -0.270 -2.286 1.658 -0.52
S 2.365 0.146 -3.916 1.00
O -1.282 4.788 0.266 -0.66
S -0.894 3.469 -0.411 1.05
O -1.918 3.507 -1.364 -0.54
O 0.182 -0.559 3.303 -0.80
Na -4.375 -2.565 -0.827 0.99
O -2.662 -1.423 0.065 -0.82
S 0.050 -2.004 3.052 1.09
S 1.948 0.143 0.257 1.32
O 0.964 -0.243 -3.765 -0.72
O 1.372 -2.523 3.411 -0.80
O -1.060 -2.232 3.991 -0.84
S -2.987 -0.243 0.828 0.86
Na -1.285 0.387 -4.451 0.94
O 0.703 0.367 1.025 0.50
Na -2.948 -3.013 2.833 0.87
O 2.925 0.511 1.178 -0.81
Hf -0.118 1.633 2.610 1.02
O -4.255 -0.515 1.529 -0.72
O 1.943 1.181 -0.786 -0.40
Na -0.435 -1.111 -0.416 0.65
```

Computed properties:
Max |F| = 11.8 eV Å⁻¹
E_LUMO = -3.5588 eV
Molar mass = 796.7 u